# 1
ORCA calculation (ωB97M-V with the def2-TZVPD basis set) on a single C2HN3O3 molecule at a distorted geometry.

As for the total charge: 0. For the relative energy (zero: lowest compared OMol25 entry of this formula, charge and spin), the calculation gives 7.4774 eV. The HOMO energy (alpha / beta) is -10.202 / -10.201 eV.

CARTESIAN COORDINATES (ANGSTROEM)
O: 0.977 0.085 2.786
O: -0.344 1.007 -1.567
O: -1.646 -0.581 -1.607
N: 0.620 0.557 0.588
N: -1.020 -0.785 -0.452
N: -1.275 0.451 -2.278
C: -0.148 0.282 -0.334
C: 1.123 -0.136 1.598
H: 1.713 -0.880 1.266

Atomic partial charges in e from the Mulliken method, atoms 1 to 5:
1. O -0.51
2. O -0.10
3. O 0.06
4. N -0.33
5. N -0.24

***

# 2
ORCA calculation (ωB97M-V with the def2-TZVPD basis set) on 2 unconnected molecules or ions with the total composition C5H16N3.

As for the total charge: +1. For the relative energy (zero: lowest compared OMol25 entry of this formula, charge and spin), the calculation gives 1.3975 eV. The HOMO energy is -12.935 eV.

CARTESIAN COORDINATES (ANGSTROEM)
N: 0.025 -1.006 1.749
N: -1.061 -0.499 -0.703
N: 3.513 -0.514 0.429
C: -0.790 1.932 -0.773
C: 1.465 -0.784 1.638
C: -2.901 0.821 -1.753
C: -1.815 0.817 -0.681
C: 2.127 -0.814 0.491
H: 1.963 -0.560 2.573
H: -0.212 1.927 -1.701
H: -3.657 0.079 -1.507
H: -0.300 -0.301 2.395
H: -2.301 0.824 0.294
H: -3.353 1.812 -1.753
H: -0.395 -0.546 -1.472
H: -2.465 0.656 -2.739
H: 3.751 0.016 -0.394
H: -0.619 -0.711 0.294
H: 4.028 -1.388 0.349
H: -1.318 2.885 -0.798
H: 1.646 -1.152 -0.427
H: -0.219 -1.914 2.127
H: -0.079 1.876 0.049
H: -1.709 -1.251 -0.932

Atomic partial charges in e from the Mulliken method, atoms 1 to 5:
1. N -0.64
2. N -0.23
3. N -0.58
4. C -1.30
5. C -0.21

***

# 3
ORCA calculation (ωB97M-V with the def2-TZVPD basis set) on a molecular structure, C21H20Cl2GeN3O2Pt.

As for the total charge: +1. For the relative energy (zero: lowest compared OMol25 entry of this formula, charge and spin), the calculation gives 0.8655 eV. The HOMO energy is -11.352 eV.

CARTESIAN COORDINATES (ANGSTROEM)
Pt: 1.534 0.546 -0.598
Ge: 3.741 -0.930 -2.246
Cl: 1.441 -0.379 4.020
Cl: 1.510 4.885 5.104
O: 1.063 0.434 1.325
O: 0.930 2.644 -0.745
N: -2.641 -0.367 -0.569
N: -7.766 -3.915 2.073
N: -0.599 0.341 -0.930
C: 1.456 2.280 4.373
C: 1.369 1.257 3.465
C: -1.345 -0.490 -0.230
C: -4.783 -1.491 -0.827
C: -3.705 -1.439 1.339
C: -3.728 -1.111 -0.009
C: 1.148 2.849 1.660
C: -2.721 0.604 -1.545
C: 1.395 3.609 3.945
C: -4.747 -2.173 1.874
C: -6.899 -3.312 1.624
C: 1.207 1.494 2.080
C: 3.220 -0.031 -0.479
C: 4.032 0.493 -3.540
C: 1.002 3.309 0.300
C: 2.260 -2.093 -2.748
C: -5.832 -2.210 -0.285
C: -1.453 1.039 -1.756
C: 5.362 -1.885 -1.772
C: 1.246 3.887 2.613
C: -5.812 -2.556 1.063
H: 1.338 -1.524 -2.881
H: 0.950 4.398 0.188
H: -2.893 -1.102 1.969
H: 1.203 4.918 2.286
H: 5.158 -2.633 -1.007
H: 5.760 -2.389 -2.652
H: -4.749 -2.438 2.922
H: 3.973 0.001 0.311
H: -6.662 -2.518 -0.906
H: 2.096 -2.851 -1.985
H: -4.770 -1.247 -1.880
H: 4.346 0.059 -4.489
H: 3.117 1.062 -3.706
H: -3.660 0.914 -1.963
H: -0.984 -1.185 0.508
H: -1.099 1.803 -2.424
H: 6.113 -1.188 -1.403
H: 1.574 2.049 5.423
H: 2.491 -2.588 -3.691
H: 4.811 1.173 -3.198

Atomic partial charges in e from the Mulliken method, atoms 1 to 5:
1. Pt 1.12
2. Ge 0.21
3. Cl -0.19
4. Cl -0.19
5. O -0.98

***

# 4
ORCA calculation (ωB97M-V with the def2-TZVPD basis set) on 11 unconnected molecules or ions with the total composition C37H101N15O11 at a distorted geometry.

As for the total charge: 0. For the relative energy (zero: lowest compared OMol25 entry of this formula, charge and spin), the calculation gives 0.0000 eV. As for the SMILES: CC1(C)CCCC(C)(C)N1O.COC[C@H](C)N.COC[C@H](C)N.COC[C@H](C)N.COC[C@H](C)N.COC[C@H](C)N.COC[C@H](C)N.NC(N)=O.NC(N)=O.NC(N)=O.NC(N)=O. The HOMO energy is -8.469 eV.

CARTESIAN COORDINATES (ANGSTROEM)
O: -5.742 31.383 -32.061
O: -1.675 34.921 -29.990
O: -9.982 24.278 -27.279
O: -6.140 24.750 -34.312
O: 1.053 24.936 -33.611
O: -0.305 23.323 -29.411
O: -9.310 27.930 -24.865
O: -3.354 32.510 -26.947
O: 1.865 26.507 -26.456
O: -5.631 27.564 -28.328
O: -1.919 24.155 -23.987
N: 0.056 25.133 -26.823
N: 1.469 25.626 -28.525
N: -7.337 29.362 -31.157
N: -7.778 23.831 -27.718
N: 1.699 22.506 -30.089
N: -7.261 24.467 -31.659
N: -0.411 33.261 -28.161
N: -0.169 21.170 -30.132
N: -3.698 25.610 -23.925
N: -2.924 24.816 -25.913
N: -8.890 25.478 -28.881
N: -6.110 26.345 -25.711
N: -1.455 24.391 -34.740
N: -4.265 27.244 -28.557
N: -5.924 31.806 -27.007
C: 0.188 24.025 -32.962
C: -1.764 27.285 -29.925
C: -7.085 27.207 -24.989
C: -6.579 33.659 -28.402
C: 2.346 24.472 -33.766
C: -4.125 26.263 -29.661
C: -4.191 33.429 -27.640
C: -7.148 29.535 -32.614
C: -5.798 30.190 -32.801
C: -6.498 22.147 -31.656
C: -0.246 33.053 -29.603
C: -8.969 24.507 -27.919
C: -5.885 24.698 -35.693
C: -2.587 33.080 -25.937
C: -2.640 26.024 -29.902
C: -1.251 24.345 -33.290
C: -6.428 23.461 -33.783
C: -5.451 32.699 -28.086
C: -3.790 29.565 -29.273
C: 0.384 22.370 -29.758
C: -3.397 28.399 -28.341
C: -8.376 27.423 -25.781
C: -2.794 24.794 -24.546
C: 1.197 25.808 -27.187
C: -8.228 30.407 -33.249
C: -0.133 31.559 -29.848
C: -3.458 28.907 -26.903
C: -1.440 33.596 -30.381
C: -4.755 26.799 -30.949
C: -6.419 28.513 -24.596
C: -1.949 28.004 -28.624
C: -2.143 23.298 -32.599
C: -6.329 23.514 -32.269
C: -2.639 35.592 -30.786
C: -10.634 27.953 -25.375
C: -4.439 31.903 -32.021
C: -4.781 24.952 -29.266
H: -5.899 28.127 -29.073
H: -7.060 30.216 -30.693
H: -7.322 26.622 -24.098
H: -7.455 33.151 -28.818
H: -2.304 32.938 -30.190
H: -1.218 33.491 -31.456
H: -11.289 28.231 -24.556
H: -1.297 28.866 -28.483
H: 0.768 25.341 -29.184
H: -1.549 25.275 -32.793
H: -6.128 25.679 -36.111
H: -3.177 23.407 -32.942
H: -4.264 24.550 -28.399
H: -0.138 24.351 -27.430
H: -3.593 29.357 -30.326
H: -1.877 33.888 -26.145
H: -5.282 31.690 -26.236
H: -4.440 32.777 -31.377
H: -7.412 23.141 -34.141
H: -0.787 34.199 -28.043
H: -7.125 23.889 -28.478
H: -1.122 20.972 -29.895
H: -1.006 23.548 -35.101
H: -5.341 32.055 -28.963
H: -8.299 29.109 -30.987
H: 2.954 25.113 -34.401
H: 2.449 23.485 -34.254
H: -4.828 24.502 -35.893
H: -5.829 25.032 -29.005
H: -0.119 31.321 -30.918
H: 0.385 24.103 -31.884
H: -8.679 26.395 -26.045
H: -4.677 24.254 -30.100
H: -1.925 32.330 -25.494
H: -2.145 36.127 -31.604
H: -2.434 24.242 -34.965
H: -4.873 29.717 -29.230
H: -3.627 33.762 -28.516
H: -4.502 25.906 -24.483
H: -4.503 34.220 -26.950
H: -3.089 36.341 -30.133
H: -2.173 23.377 -31.508
H: -8.188 24.295 -32.044
H: -10.655 28.663 -26.211
H: 0.652 33.595 -29.906
H: -1.626 27.322 -27.823
H: -3.645 28.066 -26.228
H: -6.949 34.211 -27.534
H: -9.690 26.080 -28.938
H: -0.349 25.236 -25.909
H: -5.626 22.769 -34.084
H: -2.468 25.565 -30.881
H: -4.289 27.724 -31.292
H: 0.421 22.985 -33.246
H: -0.743 27.033 -30.209
H: 2.833 24.351 -32.783
H: -2.160 24.501 -26.479
H: -3.732 25.538 -22.925
H: -4.266 29.623 -26.752
H: -5.822 27.025 -30.873
H: -6.638 25.497 -25.902
H: -9.251 30.098 -33.027
H: -6.799 32.145 -26.631
H: -0.982 31.089 -29.357
H: -7.512 21.786 -31.851
H: -3.996 32.180 -32.987
H: -3.781 31.132 -31.599
H: -8.116 25.648 -29.498
H: -4.608 26.120 -31.797
H: -7.901 23.040 -27.110
H: -6.187 29.104 -25.487
H: -4.999 29.507 -32.470
H: -7.067 29.156 -23.998
H: -2.233 25.305 -29.184
H: -8.096 31.482 -33.142
H: -7.054 25.421 -31.941
H: -6.525 23.992 -36.230
H: -5.803 21.414 -32.070
H: -2.117 27.851 -30.801
H: -3.230 33.412 -25.110
H: 0.372 20.509 -30.655
H: -3.400 34.941 -31.214
H: 2.095 23.420 -30.208
H: -7.098 28.572 -33.126
H: 0.822 31.151 -29.516
H: -10.939 26.967 -25.745
H: -6.323 34.369 -29.197
H: -8.171 30.252 -34.341
H: -8.278 28.004 -26.706
H: -5.832 26.741 -26.612
H: -3.642 25.355 -26.367
H: 2.366 25.954 -28.830
H: -5.571 30.358 -33.865
H: 2.284 21.743 -30.377
H: -5.506 28.304 -24.037
H: -3.274 30.499 -29.044
H: -2.515 29.372 -26.620
H: -1.134 32.674 -27.751
H: -5.320 23.887 -32.058
H: -6.317 22.175 -30.583
H: -1.818 22.267 -32.787

Atomic partial charges in e from the Mulliken method, atoms 1 to 5:
1. O -0.34
2. O -0.37
3. O -0.66
4. O -0.16
5. O -0.39